Entry 1:
ORCA calculation (wB97M-V/def2-TZVPD) on one molecule with the formula C2H5F2NO2S at a distorted geometry.

Geometry as XYZ:
```
13
Properties=species:S:1:pos:R:3:forces:R:3
C 0.255 -0.956 1.693 1.1 2.0 -1.8
C -0.540 -0.055 0.579 1.1 -0.4 2.0
F -0.806 1.152 1.139 -0.3 0.1 -0.2
F -1.715 -0.623 0.221 0.4 0.1 0.2
S 0.475 0.218 -0.958 0.7 1.9 3.1
N -0.565 0.893 -2.007 -0.2 -1.4 0.1
O 0.718 -1.101 -1.340 1.1 -2.4 -1.5
O 1.530 1.154 -0.593 -1.1 -1.1 -0.5
H 1.140 -0.384 2.166 -1.1 -0.7 -1.5
H -0.334 -1.100 2.567 -1.2 -0.5 0.2
H 0.573 -1.862 1.162 -0.1 0.2 0.6
H -0.128 0.842 -2.906 0.1 -0.2 -0.9
H -0.604 1.822 -1.723 -0.4 2.3 0.3
```
Forces are in eV/Å.

Energy above the lowest of the compared OMol25 structures with the same formula, charge and spin (eV): 0.296
Kohn-Sham gap (hartree): 0.42966
Total charge: 0
HOMO level (eV): -11.22
Max |F| (hartree/bohr): 0.07220
2S+1: 1
Structure (SMILES): CC(F)(F)S(N)(=O)=O
LUMO energy (eV): 0.48
DFT total energy (eV): -24009.35784

Per-atom Löwdin charges, elementary charge units: atom 1 (C): 0.03, atom 2 (C): -0.57, atom 3 (F): 0.05, atom 4 (F): 0.07, atom 5 (S): 0.62, atom 6 (N): -0.03, atom 7 (O): -0.26, atom 8 (O): -0.29, atom 9 (H): 0.12, atom 10 (H): 0.06, atom 11 (H): 0.08, atom 12 (H): 0.08, atom 13 (H): 0.05


Entry 2:
ORCA calculation (wB97M-V/def2-TZVPD) on a 2-piece molecular cluster, C2H6N2 overall at a distorted geometry.

Geometry as XYZ:
```
10
Properties=species:S:1:pos:R:3:forces:R:3
C 2.054 -0.526 0.403 0.5 -0.8 -1.1
N 2.459 -1.722 0.533 -0.8 0.5 -0.7
H 2.232 0.225 1.077 0.7 1.3 2.6
H 1.630 -0.027 -0.444 -0.7 -0.6 -1.2
H 2.178 -2.183 -0.342 0.3 -0.4 0.3
C -2.002 0.605 0.011 0.2 -1.2 0.9
N -1.695 1.507 -0.806 0.9 0.0 0.5
H -3.034 0.252 0.102 0.1 -0.1 0.3
H -1.257 0.087 0.661 -0.4 0.5 -0.6
H -2.566 1.783 -1.195 -0.8 0.7 -1.0
```
Forces are in eV/Å.

Energy above the lowest of the compared OMol25 structures with the same formula, charge and spin (eV): 2.579
Kohn-Sham gap (hartree): 0.42038
Total charge: 0
HOMO level (eV): -10.42
Max |F| (hartree/bohr): 0.05862
2S+1: 1
Structure (SMILES): C=N.C=N
LUMO energy (eV): 1.02
DFT total energy (eV): -5149.34024

Per-atom Löwdin charges, elementary charge units: atom 1 (C): -0.15, atom 2 (N): 0.03, atom 3 (H): 0.02, atom 4 (H): 0.05, atom 5 (H): 0.04, atom 6 (C): -0.16, atom 7 (N): 0.02, atom 8 (H): 0.06, atom 9 (H): 0.06, atom 10 (H): 0.02


Entry 3:
ORCA calculation (wB97M-V/def2-TZVPD) on C22H59N5O7V as an isolated structure at a distorted geometry.

Geometry as XYZ:
```
94
Properties=species:S:1:pos:R:3:forces:R:3
O -0.038 1.066 -0.379 2.0 -0.6 0.7
V 1.424 0.578 -0.069 -2.6 0.2 0.5
C -5.274 -4.938 -1.704 0.1 -1.6 -2.6
O -4.726 -4.069 -0.860 1.2 2.6 2.6
C -4.799 -4.510 0.479 -1.4 1.1 -1.1
C -4.232 -3.477 1.429 0.5 -1.7 0.1
N -4.759 -2.171 1.317 -0.8 2.0 -0.9
C -4.365 -1.106 2.254 0.0 -1.4 0.3
C -2.920 -0.650 2.120 -1.1 1.7 0.1
O -2.699 -0.040 0.848 2.0 -1.8 -0.5
C -3.303 1.169 0.512 -1.4 -0.6 0.0
H -4.704 -5.858 -1.581 -0.2 -0.7 -0.6
H -5.083 -4.485 -2.677 -0.2 -0.6 -0.4
H -6.336 -5.176 -1.640 -0.3 0.3 0.5
H -4.372 -5.510 0.556 0.5 0.0 0.4
H -5.866 -4.601 0.682 -0.3 -0.2 0.4
H -3.157 -3.475 1.247 0.5 -0.3 0.7
H -4.579 -3.996 2.323 0.8 0.6 0.9
H -4.477 -1.823 0.412 -0.4 -0.1 -0.5
H -4.605 -1.500 3.242 0.4 0.2 0.3
H -4.968 -0.206 2.139 -0.4 -0.3 -0.3
H -2.219 -1.457 2.335 0.2 0.1 -0.5
H -2.763 0.183 2.805 0.2 -0.2 0.8
H -4.354 0.928 0.354 -0.4 0.6 -0.1
H -2.911 1.502 -0.450 0.3 0.0 0.2
H -3.245 1.941 1.279 0.3 0.1 0.2
C 3.727 -0.649 -3.655 1.0 0.9 -1.7
C 2.942 0.338 -2.793 0.8 0.0 -1.0
C 1.882 1.117 -3.558 -2.2 0.8 0.0
O 0.910 1.810 -2.667 3.1 -3.1 0.1
C -0.013 2.612 -3.286 0.0 1.3 0.1
N 2.446 -0.502 -1.709 -1.1 1.1 0.7
H 4.390 -1.271 -3.054 0.3 0.4 0.1
H 4.292 -0.051 -4.370 0.7 0.0 0.2
H 3.293 -1.353 -4.365 -1.3 0.0 0.5
H 3.664 1.066 -2.423 0.1 -0.1 0.4
H 1.367 0.445 -4.245 -0.6 -0.4 0.3
H 2.212 1.882 -4.260 1.0 0.0 0.3
H 0.517 3.529 -3.543 -0.3 0.3 -0.8
H -0.685 2.908 -2.480 -0.5 -0.2 -0.3
H -0.492 2.127 -4.136 -0.2 0.2 0.0
H 1.793 -1.102 -2.192 -0.8 -0.5 0.3
H 3.234 -1.090 -1.478 0.0 -0.1 0.4
C -0.299 -3.621 0.984 -0.4 -1.2 -1.9
C 0.273 -2.558 -0.041 -0.2 -1.8 1.2
C -0.629 -2.221 -1.208 -0.1 -1.5 1.2
O -0.146 -1.212 -2.046 -0.1 0.2 1.1
C -1.033 -0.966 -3.122 0.1 -1.0 -0.7
N 0.505 -1.436 0.819 2.2 1.9 0.3
H -0.950 -3.269 1.785 -0.4 0.5 -0.5
H 0.402 -4.249 1.534 0.8 0.4 -0.4
H -0.815 -4.343 0.353 -0.6 -0.2 0.4
H 1.152 -3.040 -0.469 0.7 0.6 0.3
H -1.572 -2.036 -0.693 -0.7 0.5 -0.8
H -0.628 -3.162 -1.758 -0.7 -0.1 -0.2
H -1.960 -1.533 -3.039 -0.3 0.5 0.5
H -0.571 -1.495 -3.955 0.1 0.8 -0.7
H -1.200 0.105 -3.241 0.1 -0.2 -0.1
H -0.245 -1.445 1.495 -1.2 1.1 -0.5
H 1.159 -1.752 1.521 1.1 -0.1 -0.1
C 3.612 4.695 0.560 -0.7 -1.3 0.4
C 2.367 3.730 0.574 -1.0 1.5 0.4
C 1.058 4.562 0.383 1.6 1.6 0.1
O -0.034 3.811 0.587 -4.3 -1.3 -0.3
C -1.330 4.506 0.310 0.0 -1.7 -0.3
N 2.465 2.622 -0.403 0.3 -0.6 -0.4
H 4.480 4.122 0.885 0.2 0.1 0.0
H 3.496 5.520 1.264 -0.2 -0.1 -0.1
H 3.818 5.088 -0.435 -0.2 0.0 0.0
H 2.159 3.218 1.513 0.7 0.3 0.4
H 1.056 5.095 -0.567 0.1 -0.1 -0.6
H 0.943 5.353 1.124 1.2 0.5 0.3
H -1.615 5.374 0.905 1.1 0.4 -0.1
H -2.183 3.852 0.494 0.6 -0.8 0.7
H -1.512 4.589 -0.761 0.8 0.9 -0.2
H 3.445 2.431 -0.553 0.6 -0.2 0.5
H 2.257 2.973 -1.327 -0.9 0.0 -0.4
C 4.602 -0.574 3.102 -0.8 1.2 0.5
C 3.246 -0.312 2.381 1.2 -2.8 2.0
C 2.432 0.843 2.937 0.2 -0.1 -0.7
O 1.303 0.940 2.066 -0.8 0.0 0.0
C 0.205 1.644 2.726 0.3 0.6 -0.4
N 3.488 -0.276 0.948 -0.2 2.0 -0.3
H 5.238 -1.309 2.610 -0.2 0.1 -0.1
H 4.448 -0.883 4.136 0.0 -0.1 0.0
H 5.099 0.395 3.157 0.5 -0.1 0.0
H 2.703 -1.237 2.576 -0.5 0.1 0.0
H 2.946 1.803 2.982 0.4 0.1 -0.4
H 2.089 0.697 3.961 0.1 -0.6 0.0
H -0.639 1.783 2.050 0.4 -0.2 -0.2
H 0.647 2.618 2.936 -0.6 0.1 0.5
H -0.132 1.123 3.622 0.3 -0.1 0.0
H 4.253 0.383 0.963 0.3 0.8 -0.9
H 3.999 -1.082 0.616 -0.4 -0.7 0.3
```
Forces are in eV/Å.

Energy above the lowest of the compared OMol25 structures with the same formula, charge and spin (eV): 1.521
Kohn-Sham gap (alpha / beta) (hartree): 0.25924 / 0.27183
Total charge: +2
HOMO level (alpha / beta) (eV): -12.60 / -12.60
Max |F| (hartree/bohr): 0.08803
2S+1: 2
LUMO energy (alpha / beta) (eV): -5.54 / -5.20
DFT total energy (eV): -71223.96905

Per-atom Löwdin charges, elementary charge units: atom 1 (O): -0.22, atom 2 (V): 0.97, atom 3 (C): -0.17, atom 4 (O): -0.19, atom 5 (C): -0.21, atom 6 (C): -0.22, atom 7 (N): -0.04, atom 8 (C): -0.17, atom 9 (C): -0.20, atom 10 (O): -0.24, atom 11 (C): -0.11, atom 12 (H): 0.09, atom 13 (H): 0.10, atom 14 (H): 0.10, atom 15 (H): 0.13, atom 16 (H): 0.13, atom 17 (H): 0.09, atom 18 (H): 0.13, atom 19 (H): 0.10, atom 20 (H): 0.13, atom 21 (H): 0.11, atom 22 (H): 0.10, atom 23 (H): 0.11, atom 24 (H): 0.09, atom 25 (H): 0.09, atom 26 (H): 0.09, atom 27 (C): -0.03, atom 28 (C): -0.38, atom 29 (C): -0.10, atom 30 (O): -0.29, atom 31 (C): -0.11, atom 32 (N): 0.01, atom 33 (H): 0.09, atom 34 (H): 0.10, atom 35 (H): 0.10, atom 36 (H): 0.13, atom 37 (H): 0.13, atom 38 (H): 0.14, atom 39 (H): 0.10, atom 40 (H): 0.09, atom 41 (H): 0.10, atom 42 (H): 0.09, atom 43 (H): 0.09, atom 44 (C): -0.02, atom 45 (C): -0.37, atom 46 (C): -0.20, atom 47 (O): -0.24, atom 48 (C): -0.04, atom 49 (N): 0.05, atom 50 (H): 0.06, atom 51 (H): 0.09, atom 52 (H): 0.09, atom 53 (H): 0.14, atom 54 (H): 0.14, atom 55 (H): 0.15, atom 56 (H): 0.10, atom 57 (H): 0.10, atom 58 (H): 0.09, atom 59 (H): 0.08, atom 60 (H): 0.08, atom 61 (C): -0.01, atom 62 (C): -0.33, atom 63 (C): -0.25, atom 64 (O): -0.21, atom 65 (C): -0.01, atom 66 (N): 0.05, atom 67 (H): 0.07, atom 68 (H): 0.09, atom 69 (H): 0.09, atom 70 (H): 0.10, atom 71 (H): 0.14, atom 72 (H): 0.14, atom 73 (H): 0.10, atom 74 (H): 0.06, atom 75 (H): 0.09, atom 76 (H): 0.09, atom 77 (H): 0.09, atom 78 (C): -0.02, atom 79 (C): -0.41, atom 80 (C): -0.14, atom 81 (O): -0.32, atom 82 (C): 0.00, atom 83 (N): 0.03, atom 84 (H): 0.09, atom 85 (H): 0.10, atom 86 (H): 0.09, atom 87 (H): 0.13, atom 88 (H): 0.14, atom 89 (H): 0.15, atom 90 (H): 0.08, atom 91 (H): 0.10, atom 92 (H): 0.11, atom 93 (H): 0.10, atom 94 (H): 0.11


Entry 4:
ORCA calculation (wB97M-V/def2-TZVPD) on one molecule with the formula C4H4N2O at a distorted geometry.

Geometry as XYZ:
```
11
Properties=species:S:1:pos:R:3:forces:R:3
N -3.197 -0.368 0.062 -0.3 -0.1 0.0
C -2.100 -0.024 0.025 -0.8 0.2 0.0
C -0.760 0.286 -0.016 3.9 -2.4 -0.4
C 0.022 1.360 0.003 -0.4 -0.6 0.2
O 1.352 1.156 -0.042 0.2 0.3 0.0
N 1.669 -0.246 -0.012 0.4 -0.2 0.1
C 0.478 -1.011 -0.218 -2.7 2.5 0.0
H -0.246 2.401 0.045 0.0 0.1 0.0
H 2.088 -0.417 0.902 -0.4 0.3 -0.1
H 0.309 -1.801 0.504 0.1 -0.1 0.0
H 0.383 -1.335 -1.252 -0.1 -0.2 0.1
```
Forces are in eV/Å.

Energy above the lowest of the compared OMol25 structures with the same formula, charge and spin (eV): 3.504
Kohn-Sham gap (hartree): 0.36245
Total charge: 0
HOMO level (eV): -9.18
Max |F| (hartree/bohr): 0.08995
2S+1: 1
Structure (SMILES): N#CC1=CONC1
LUMO energy (eV): 0.68
DFT total energy (eV): -9236.98343

Per-atom Löwdin charges, elementary charge units: atom 1 (N): 0.15, atom 2 (C): -0.24, atom 3 (C): -0.12, atom 4 (C): -0.10, atom 5 (O): -0.06, atom 6 (N): -0.03, atom 7 (C): -0.06, atom 8 (H): 0.14, atom 9 (H): 0.13, atom 10 (H): 0.11, atom 11 (H): 0.10